ORCA calculation (ωB97M-V/def2-TZVPD) on one molecule with the formula C4H2N2O at a distorted geometry.

```
9
Properties=species:S:1:pos:R:3
C -1.1528 0.6753 -0.0007
C -0.8061 -0.6949 0.1077
C 1.0310 1.0726 0.1136
C 1.5355 -0.3698 0.0234
N -0.0952 1.4799 -0.0076
N 0.4519 -1.1201 0.0009
O 2.7116 -0.6175 0.0044
H -2.1178 0.9280 -0.1438
H -1.5581 -1.3535 -0.0980
```

The molar mass comes out at 94.07 g/mol. Its HOMO-LUMO gap is 7.5 eV. The LUMO energy comes out at -1.8 eV. The value obtained for the total energy is -9204.3224 eV. Its HOMO energy is -9.22 eV. Its charge is 0. The value obtained for the relative energy (zero: lowest compared OMol25 entry of this formula, charge and spin) is 233.2 kJ/mol.